DFT (ωB97M-V/def2-TZVPD) results for a structure of composition BrCu.

```
2
Properties=species:S:1:pos:R:3
Cu -0.186 1.147 -2.109
Br 0.186 -1.147 2.109
```

Values from the calculation:
- charge = +1
- multiplicity = 2
- highest occupied orbital energy (spin up / spin down) (eV) = -14.5 / -14.1
- gap between HOMO and LUMO (spin up / spin down) (eV) = 6.51 / 6.09
- ΔE to the lowest compared entry with this formula, charge and spin (kJ/mol) = 111.1